Entry 1:
# C34H83N4O6

C34H83N4O6 as an isolated structure at a distorted geometry (ωB97M-V/def2-TZVPD, the Open Molecules 2025 dataset).

Element x y z (Å)
O: -0.187780 0.317515 -0.331869
O: 0.411199 -4.085453 -2.627296
O: -3.487541 0.495353 1.504379
O: 1.749762 1.662988 4.623547
O: 0.555125 -1.709713 0.155080
O: 2.227091 0.254813 -2.962354
N: 3.528507 -1.061299 0.357121
N: -2.668478 1.921597 -1.292133
N: 1.165507 2.811328 1.869593
N: -2.075140 -2.687434 -1.788495
C: 1.780274 -4.311319 -2.897698
C: -0.064721 3.102780 2.842439
C: -0.887197 -0.675577 1.721964
C: -1.042474 -3.441491 -0.844099
C: 1.802820 2.885211 -0.734617
C: 2.701433 1.583786 3.594880
C: 2.734525 -1.036922 2.894732
C: -2.963780 1.788545 1.295496
C: 2.803009 -0.283223 1.519296
C: -3.460841 -2.690464 -1.145692
C: -3.403849 2.545586 -2.566394
C: -2.315061 -3.352910 -3.178781
C: -3.435791 -1.966261 0.270052
C: 2.262806 1.553242 5.927833
C: -1.105222 1.985398 3.008339
C: 0.923385 0.415746 -3.537277
C: -2.787825 0.371961 -1.353519
C: 3.631655 -3.434877 -0.733674
C: 3.425079 -0.236469 -0.961699
C: -2.587853 -4.935758 -3.247878
C: -3.429251 2.382816 -0.039861
C: 2.104511 4.063017 2.058339
C: 0.736986 2.919076 0.377662
C: -0.018502 -0.640452 0.463948
C: 0.409314 -3.427838 -1.379634
C: 2.931785 -2.508858 0.227873
C: -1.612961 -1.234533 -2.046857
C: -3.495260 4.105800 -2.685337
C: 2.020890 1.560837 2.253371
C: 5.024746 -1.249893 0.765441
C: -0.433821 1.824741 -2.489261
C: -1.202158 2.423404 -1.267261
C: -3.494205 0.174201 2.855696
C: 2.026624 -0.104836 -1.572563
H: -0.812040 2.061212 -0.316093
H: -2.815882 -2.405856 1.051431
H: -3.313443 -0.888927 0.158305
H: -3.392005 2.451813 2.047037
H: -3.820709 0.086333 -1.154340
H: 2.789526 1.453917 1.487946
H: 2.167271 -1.967681 2.898390
H: -4.149792 -2.178167 -1.817250
H: -0.635279 1.011272 3.143727
H: 1.096692 -3.887939 -0.669755
H: 4.593409 -3.757911 -0.335208
H: -4.443568 -2.252360 0.571126
H: 2.369845 -3.396983 -2.830792
H: -1.300080 3.507850 -1.317193
H: 2.963953 -2.910381 1.240720
H: -4.255458 4.428440 -3.396744
H: -4.369921 2.047361 -2.485286
H: -0.480524 -1.185482 2.595294
H: -2.524505 0.304072 3.336229
H: -1.675123 2.296786 3.883749
H: -1.132539 -2.949793 0.124526
H: 0.945647 1.134849 -4.356116
H: 1.316909 0.740040 2.116221
H: 4.032049 -0.714773 -1.730405
H: -0.533679 3.999267 2.436860
H: 2.189196 1.867070 -0.687566
H: -3.863114 -3.703253 -1.122455
H: -1.786400 1.872759 2.164882
H: 2.193095 -4.988546 -2.150014
H: -1.444460 -4.454521 -0.827311
H: -2.603370 0.151420 -2.404913
H: 0.219250 3.875157 0.300485
H: 1.835866 -4.729034 -3.902942
H: 0.462511 -0.547613 -3.755545
H: 1.883008 4.992773 1.534329
H: 3.160832 -4.407619 -0.875758
H: 2.638985 3.582089 -0.791848
H: -3.179555 -2.820349 -3.575176
H: -0.056956 2.177980 0.285340
H: -1.362565 -0.760126 -1.097990
H: -3.790314 -0.874046 2.895722
H: 0.337481 3.432462 3.800387
H: 1.604313 0.689701 -0.957375
H: -0.693871 -1.331442 -2.624776
H: 3.409152 2.402273 3.726419
H: 0.779370 -2.406224 -1.465865
H: -3.027044 2.131681 -3.501703
H: 5.367964 -0.268389 1.092489
H: 5.141566 -1.890622 1.639460
H: -3.468657 3.469785 -0.110928
H: 0.630682 2.044549 -2.407788
H: 3.307367 0.680692 1.586925
H: 1.489857 1.518585 6.695586
H: 1.879983 -2.380726 -0.027871
H: 2.215717 4.250241 3.126373
H: 3.660005 -1.061667 3.470040
H: 1.316703 3.026370 -1.699948
H: 0.223859 0.892649 -2.850743
H: -1.817494 -5.577183 -2.819830
H: 2.157945 -0.423082 3.586721
H: -0.454840 0.747172 -2.326474
H: 3.963640 0.694084 -0.782524
H: 3.089808 3.857285 1.640075
H: -4.200834 0.695010 3.501875
H: -2.635316 4.624237 -3.109413
H: -4.480399 2.137093 -0.190850
H: 1.486033 -1.043872 -1.453920
H: 1.814651 -0.054176 1.120812
H: 5.663676 -1.624766 -0.034147
H: 3.369015 0.723314 3.549865
H: -1.442258 -3.038339 -3.750961
H: -1.277672 0.285165 2.057535
H: 2.704280 2.531299 6.119182
H: -1.794509 -1.177797 1.386306
H: -3.506648 -5.236481 -2.744424
H: -0.895162 2.042189 -3.452580
H: -2.402433 -0.647651 -2.516332
H: 3.061701 0.835130 6.112724
H: -1.979755 -0.013474 -0.731767
H: -2.671081 -5.273013 -4.281042
H: 3.778482 -3.040675 -1.739238
H: -1.902579 1.827043 1.541386
H: -3.716786 4.616307 -1.748112

Cartesian forces, eV/Å:
0.15 0.07 1.58
0.61 0.16 0.70
0.01 1.69 -0.70
-0.65 -1.79 -1.01
-1.96 3.02 2.62
-0.53 0.11 1.46
0.94 -1.52 0.36
-1.11 1.20 -0.43
1.23 3.33 0.89
-0.03 -0.71 -0.45
-0.20 -0.64 -1.16
0.27 -0.21 -0.92
-0.02 0.39 -0.17
-0.71 0.19 -1.29
0.19 -0.61 0.92
0.54 1.75 0.40
-0.98 0.20 -0.31
-4.36 0.69 -3.65
2.43 -5.83 -2.02
1.40 0.82 1.63
-0.49 0.08 0.68
0.55 -1.15 0.05
-1.52 -1.94 -1.79
0.91 1.84 1.14
3.78 1.22 3.26
2.68 -2.37 -2.68
-2.74 8.15 0.60
1.69 -0.20 0.32
0.98 -1.47 0.05
0.30 1.10 0.63
-0.01 -0.01 -1.01
0.57 -0.79 0.39
0.70 0.99 1.91
-1.25 -2.02 0.81
-2.02 -0.19 -0.98
0.22 0.18 -0.20
2.91 -7.77 -1.20
0.22 -0.34 0.29
-3.49 5.63 0.57
-0.73 1.04 0.06
-5.44 4.84 4.87
-2.95 -0.12 -1.68
-0.35 -1.42 1.63
2.21 0.16 -0.17
-2.99 0.06 -3.18
-0.04 -0.28 -0.56
-0.30 -1.36 0.73
-0.13 0.29 0.16
0.12 0.23 0.09
-3.00 4.99 0.23
0.55 -0.24 -0.42
0.21 0.35 -0.04
0.29 0.97 1.20
-0.52 -0.53 0.16
0.34 0.32 -0.11
-0.31 0.76 0.50
-0.32 0.16 -0.38
0.06 0.11 0.21
0.17 0.03 -0.12
-0.44 -0.61 0.13
-0.37 0.54 0.07
0.20 -0.25 -0.20
-0.26 -0.41 0.03
-0.10 -0.26 0.12
0.07 -0.46 -0.41
0.48 -0.68 -0.56
-0.19 1.36 1.16
0.21 -0.41 0.27
0.02 0.06 -0.35
0.59 1.09 -0.39
0.50 -0.10 0.32
4.38 1.57 13.96
-0.18 -0.38 -0.46
0.18 -0.02 0.17
-2.07 6.91 1.73
0.01 0.12 0.49
0.22 -0.04 0.15
0.52 -0.31 -0.98
-1.22 -0.31 0.03
-0.39 0.52 0.56
-0.21 0.31 0.89
-0.03 -0.07 -0.01
3.66 0.42 1.93
1.63 -3.40 -2.32
0.17 -0.05 0.20
0.29 -0.49 -0.19
-0.76 -1.20 -1.19
-0.20 -0.07 -0.15
0.01 0.55 -0.36
-0.40 -0.90 -0.94
0.67 -0.12 0.34
0.16 0.10 -0.28
-0.54 -0.22 -0.20
0.61 0.03 0.68
-1.30 1.05 -0.02
2.94 -4.97 -0.30
-0.31 -0.63 -0.53
1.67 -0.07 0.34
-0.08 0.01 -0.18
0.35 -0.71 -0.63
0.38 0.34 0.76
6.66 -4.84 -4.60
0.34 0.51 0.05
-0.57 -0.49 -0.33
-4.43 0.96 3.05
-0.33 0.30 0.19
0.01 -0.60 0.18
-0.37 0.53 -0.49
0.55 -0.57 0.20
-0.04 -0.47 -0.09
0.27 0.73 -0.39
1.41 -1.42 -0.69
-0.47 0.11 -0.16
-0.12 0.52 0.95
-0.11 -0.54 -0.13
0.81 -1.45 -1.09
0.50 0.14 0.30
0.67 -0.11 0.32
-0.18 0.32 -0.08
0.33 0.25 0.11
2.56 -7.55 -1.67
-0.31 -0.49 -0.39
-3.00 3.13 0.72
-0.06 0.49 -0.11
0.16 0.20 0.29
-3.10 -0.98 -14.28
-0.15 -0.17 0.01

Charge: +3
Frontier orbital gap (Ha): 0.3364

=====

Entry 2:
# C24H64AsF6O25S8V

C24H64AsF6O25S8V as an isolated structure at a distorted geometry (ωB97M-V/def2-TZVPD, the Open Molecules 2025 dataset).

Element x y z (Å)
As: -3.195306 0.288740 -5.245610
V: -0.323265 -0.401513 -0.064355
S: 0.877243 2.037297 -2.605669
S: 0.966845 1.690866 2.571327
S: 1.090657 -2.842689 2.133852
S: -5.018079 -0.060745 -0.077327
S: 0.848647 -3.228338 -2.494742
S: -1.924191 3.017868 0.146712
S: -2.588831 -0.810850 2.831243
S: 3.341704 -0.517300 -0.232619
F: -1.735922 0.924937 -6.012081
F: -3.639992 1.929529 -4.825303
F: -2.365134 0.162753 -3.716734
F: -4.022912 0.354157 -6.769239
F: -4.713738 -0.272196 -4.502603
F: -2.673710 -1.377320 -5.569022
O: 1.594437 3.092664 -1.949338
O: 0.173411 -3.153731 3.432175
O: 2.291984 -2.178799 2.544270
O: 0.107904 2.597371 3.303973
O: 1.045252 -4.564897 -1.994734
O: 0.555929 -2.202475 -1.521922
O: -3.646112 0.123289 3.098937
O: -4.896427 -1.305653 0.626238
O: -2.648152 3.473660 -1.000618
O: 3.539557 -2.124209 -0.297884
O: 4.203923 -0.085471 0.838321
O: 0.211896 -2.191648 1.198282
O: -3.835288 0.734841 -0.346369
O: -1.330045 1.692066 0.103551
O: 1.920688 -0.273538 -0.173631
O: -1.456484 -0.679378 3.960707
O: 1.943297 2.491536 1.585076
O: 1.833770 1.390768 -3.754082
O: -1.879167 -0.761559 1.578718
O: 0.434219 0.658146 1.724505
O: -0.730328 4.004450 0.588769
O: -6.105878 0.844124 0.731996
O: -1.574214 -0.616288 -1.051548
O: 2.145136 -2.767196 -3.332391
O: 0.299278 0.942387 -1.863891
C: 4.894518 -2.647732 -0.154647
C: -5.862977 -0.281463 -1.660705
C: 4.210114 -3.218352 -4.437485
C: -0.468126 2.886689 -3.570104
C: -0.442081 -3.175114 -3.738540
C: 4.733688 -4.145495 -0.007448
C: -3.296917 -2.490831 3.116802
C: 2.854897 -3.780206 -4.089168
C: -6.930617 3.068094 1.195199
C: 4.034408 -0.082917 -1.854950
C: -2.920342 3.062859 1.659130
C: 0.168423 6.001368 -0.372085
C: 4.019131 3.614384 2.224470
C: 2.795679 2.251278 -4.351416
C: 1.534212 -4.473286 1.514857
C: 3.755283 1.466041 -5.232470
C: 2.223679 0.965981 3.668210
C: 0.179333 -4.930783 5.152547
C: -1.791968 -0.965530 5.311966
C: 2.510382 3.733734 2.082541
C: -1.005217 5.425218 0.394906
C: 0.846212 -3.705360 4.559875
C: -6.462300 2.100920 0.109443
C: -1.045543 -0.008633 6.235142
H: -5.590855 0.537472 -2.321337
H: -6.932421 -0.371528 -1.495673
H: 5.109915 -0.039667 -1.717808
H: 1.898818 -3.940572 4.365644
H: 4.062872 -4.555256 -0.769121
H: -1.387615 2.488788 -3.146310
H: 5.374273 -2.170638 0.694838
H: 4.046927 0.484444 -4.850449
H: 4.286396 2.995993 3.080675
H: 4.692101 2.003345 -5.380674
H: 2.261942 4.469490 1.316540
H: -3.524488 2.160110 1.723068
H: 3.350177 1.259529 -6.223646
H: 0.954567 -2.942573 5.336005
H: 1.836929 0.118948 4.227584
H: 3.653080 0.927926 -1.985414
H: -2.839889 -0.923955 5.618887
H: -1.024234 5.900853 1.376173
H: -2.716136 -3.226551 2.559671
H: -0.870579 -4.678355 5.336880
H: 4.228276 -4.431439 0.913534
H: -7.191693 1.843777 -0.658284
H: 1.103226 5.951643 0.187439
H: 4.801262 -4.061005 -4.804220
H: 1.438707 -4.391711 0.431283
H: -7.891489 2.715259 1.565977
H: -2.191704 3.009492 2.466894
H: -0.340343 2.620350 -4.616311
H: -1.386609 -0.147418 7.257556
H: 0.295992 5.531329 -1.346526
H: 5.403524 -2.416192 -1.091475
H: -6.976521 4.077343 0.792764
H: 2.018641 4.101994 2.982757
H: 0.792804 -5.173064 1.896734
H: 2.219243 -4.053215 -4.933096
H: 3.041253 0.679232 3.009489
H: 5.692465 -4.631487 -0.180856
H: 0.125671 -5.806015 4.505076
H: -1.495531 -1.996060 5.527886
H: -5.437950 -1.185520 -2.092741
H: 2.531073 -4.740452 1.846001
H: 2.578305 1.741722 4.344056
H: 2.977684 -4.643096 -3.431193
H: -0.462000 -2.224663 -4.263172
H: 4.183023 -2.406074 -5.162151
H: 4.423751 4.622364 2.269437
H: -3.505942 3.978398 1.654483
H: 0.100063 7.070985 -0.589969
H: 3.375381 2.778296 -3.590598
H: -1.975093 5.577588 -0.071527
H: 4.789795 -2.853199 -3.586999
H: -4.344278 -2.514201 2.840349
H: -3.108702 -2.774403 4.150289
H: 0.027310 -0.201240 6.181710
H: 0.624730 -5.193799 6.108697
H: -0.326620 -4.047050 -4.381807
H: 3.608891 -0.805663 -2.543837
H: -0.318335 3.945132 -3.391755
H: -6.231044 3.065639 2.030599
H: 4.416220 3.060580 1.372590
H: -1.352706 -3.376764 -3.173202
H: -5.589298 2.523884 -0.396015
H: 2.275908 2.984344 -4.974687
H: -1.245589 0.990058 5.846276

Cartesian forces, eV/Å:
-0.60 -0.22 -0.40
-4.45 0.47 -2.88
-1.43 1.29 -1.78
1.43 1.01 0.55
0.70 -0.55 0.72
-0.32 1.21 -1.25
-0.58 0.29 -0.71
-0.41 -1.55 1.30
-1.34 -0.94 0.36
1.52 -1.89 0.18
-0.31 -0.36 0.40
0.09 -0.35 -0.15
0.07 0.03 0.03
0.32 0.05 0.41
0.99 0.09 -0.20
-0.24 0.75 0.14
0.47 -0.59 0.50
0.16 0.21 -1.41
-0.42 0.07 0.02
0.60 -1.18 -0.80
0.08 0.43 -0.22
0.72 -0.23 -0.48
0.88 -0.21 -0.10
-0.19 0.40 0.11
0.61 0.29 0.46
-0.92 0.94 0.12
-0.78 0.66 -0.61
0.05 -0.36 0.20
-1.17 -0.63 0.69
0.29 1.25 0.15
1.08 -0.22 -0.12
-0.47 0.05 -0.98
-0.98 -0.30 0.94
-0.89 -0.58 1.38
-0.16 0.10 0.58
-0.08 -0.08 0.58
-0.95 -0.30 -0.84
1.02 -0.85 -0.03
3.60 -0.02 2.79
-0.80 0.33 1.07
1.02 0.05 -0.55
-0.66 -0.25 -0.34
0.66 -0.25 0.58
0.35 -0.27 -0.28
1.10 -1.16 0.74
0.22 -0.88 0.78
-0.40 -0.15 -0.53
1.33 0.26 -0.15
0.08 -0.06 0.71
-0.07 -0.86 -0.34
-1.05 0.67 1.69
0.58 -0.21 -0.63
0.19 0.53 -0.59
-0.60 -0.66 -0.16
0.90 0.61 -0.65
-0.89 0.50 0.08
0.05 -0.61 -0.46
-0.44 0.34 -0.46
-1.31 0.40 -0.40
0.24 -0.47 1.90
0.30 0.73 -0.58
0.87 0.67 0.28
1.58 -0.57 1.41
0.56 0.34 -0.05
0.11 -0.25 -0.99
-0.08 0.11 0.11
0.01 -0.09 0.01
0.05 -0.32 -0.22
-0.14 0.01 -0.59
0.09 0.33 -0.28
-0.16 0.11 -0.24
0.07 -0.02 -0.01
-0.20 0.11 0.42
0.11 0.38 0.27
-0.14 0.26 0.07
0.07 -0.15 -0.09
-0.15 0.11 -0.39
-0.17 0.13 0.05
-0.47 0.21 -0.16
-0.18 0.01 -0.14
0.05 0.03 -0.47
-0.26 0.33 -0.97
-0.17 -0.28 0.17
-0.06 0.30 -0.41
0.04 -0.05 0.23
0.71 0.13 0.25
-0.31 0.45 0.13
-0.09 -0.48 0.05
0.01 0.21 -0.41
0.21 -0.13 -0.02
-0.11 0.38 0.10
-0.02 0.28 0.02
-0.24 -0.11 0.00
-0.02 0.18 0.03
0.06 -0.27 0.13
0.29 0.03 0.13
-0.28 0.00 -0.02
-0.08 -0.44 0.14
0.01 -0.04 -0.10
0.35 0.01 -0.19
-0.11 -0.28 -0.05
0.04 -0.10 0.51
0.43 0.06 -0.11
0.15 -0.06 -0.19
-0.11 -0.05 0.00
-0.08 0.15 0.04
-0.23 0.11 0.01
-0.09 -0.04 -0.17
-0.05 0.06 0.10
-0.10 -0.18 -0.18
0.30 -0.13 0.17
-0.01 0.00 0.11
-0.61 -0.01 0.19
-0.29 -0.01 0.12
0.11 -0.10 -0.27
-0.43 -0.05 0.32
0.01 0.31 -0.05
-0.39 0.37 0.17
0.02 0.11 0.08
0.17 0.02 -0.07
0.28 0.21 -0.22
0.17 0.11 -0.24
-0.07 0.03 0.04
0.10 -0.05 -0.07
0.04 0.35 -0.21
-0.10 0.42 -0.02
0.07 -0.16 0.01
0.02 0.09 0.17
0.06 0.17 0.44

Charge: +1
Spin multiplicity: 2
Frontier orbital gap (alpha / beta) (Ha): 0.3418 / 0.3661

=====

Energy above the lowest of the compared OMol25 structures with the same formula, charge and spin, respectively: 719.5 0.0 kcal/mol.